ORCA calculation (the ωB97M-V functional and the def2-TZVPD basis) on a molecular structure, C29H23F6IrN5O6S2Te.

## Properties
⟨S²⟩ = 0.759
LUMO energy (alpha / beta) = -0.644 / -1.254 eV
gap between HOMO and LUMO (alpha / beta) = 6.9 / 6.2 eV
E = -3612.08419 Ha
relative energy (zero: lowest compared OMol25 entry of this formula, charge and spin) = 1.171 eV

The geometry in ORCA input format:
```
! RIJCOSX wB97M-V def2-TZVPD def2/J DEFGRID3
* xyz 0 2
H -1.423 6.142 -2.831
Ir 0.525 -0.535 -0.301
C 1.040 -3.618 2.578
C -3.379 5.646 -2.074
H -0.565 -2.942 1.295
H 3.885 -1.813 2.994
H -6.244 8.008 -0.538
H 3.271 2.890 1.356
F 1.174 0.018 -6.007
F 3.624 -0.192 -1.508
O 0.759 0.367 -2.305
C -5.716 3.122 -3.774
N 1.006 -1.615 1.318
F 0.474 1.716 -4.862
C 1.637 4.305 1.355
H -5.596 2.193 -3.210
Te -2.389 3.268 -3.699
H -6.777 3.257 -3.983
H 2.816 -3.977 3.730
C 1.443 2.008 0.705
H -5.186 2.990 -4.714
H -7.158 4.934 -2.483
C 3.931 -1.407 -1.940
C 0.287 4.494 1.111
N 1.801 -1.579 -3.596
N -0.627 1.036 0.044
C -3.386 -0.555 -1.763
O 2.863 -3.645 -2.731
N -1.267 -1.348 -1.026
C -1.804 1.015 -0.614
C 0.417 -2.751 1.705
S 2.405 -2.345 -2.387
C -2.779 -2.846 -2.069
H -7.498 7.388 -1.618
C -6.706 7.101 -0.926
N 1.860 0.668 0.592
H -7.176 6.579 -0.090
S 0.676 -0.483 -3.505
F 4.711 -1.307 -3.006
H -0.794 -3.320 -1.357
C 0.070 2.197 0.461
C -0.507 3.440 0.669
H -1.396 5.159 -1.386
C 2.307 -3.306 3.052
C -2.167 -0.354 -1.152
C 2.241 -1.296 1.773
O 1.529 -2.283 -1.200
O -2.560 1.956 -0.816
H 2.248 5.129 1.700
H -2.980 -3.847 -2.423
H -3.999 7.308 -0.883
F 4.571 -2.067 -0.980
C -3.695 -1.822 -2.235
H -1.818 6.874 -1.268
H 0.539 -4.529 2.871
H -1.560 3.576 0.477
C 2.761 0.080 1.395
C -6.097 5.131 -2.364
O 3.745 0.541 1.946
H -4.639 -2.006 -2.730
C 2.909 -2.126 2.650
C -5.691 6.219 -1.601
F 2.507 1.015 -4.616
C 1.254 0.645 -4.843
O -0.615 -0.961 -3.881
C -1.565 -2.569 -1.467
C -5.185 4.290 -2.986
C -1.924 5.976 -1.877
H -4.049 0.293 -1.866
C -4.332 6.459 -1.470
C -3.808 4.547 -2.841
C 2.221 3.057 1.163
H -0.162 5.467 1.259
*
```

Here are the Löwdin charges for atoms 1 to 5, given in e: atom 1 (H): 0.063, atom 2 (Ir): 1.449, atom 3 (C): -0.033, atom 4 (C): -0.316, atom 5 (H): 0.115